ORCA calculation (wB97M-V/def2-TZVPD) on an isolated molecule of C4H5NO.

Summary:
Energy (Ha): -285.29879
F_max (Eh/bohr): 0.055
SMILES string: N#CC[C@H]1CO1

Each line ends with the natural charge from an NBO analysis.
Atoms and positions in Å:
N  -3.00227  0.15596  -0.90062  -0.3246
C  -1.96957  0.49542  -0.51505  0.2718
C  -0.65946  0.74442  0.02408  -0.5071
C  0.21230  -0.58190  -0.23176  0.0366
C  1.61977  -0.47730  0.15262  -0.1147
O  0.64346  -0.51580  1.15207  -0.4967
H  -0.82207  1.03559  1.10028  0.2774
H  -0.13728  1.59740  -0.40222  0.2526
H  -0.10364  -1.59725  -0.56774  0.2205
H  2.19883  -1.37816  0.30996  0.2024
H  2.17563  0.43307  -0.05123  0.1817

ORCA calculation (wB97M-V/def2-TZVPD) on an isolated molecule of C4H5NO.

Summary:
Energy (Ha): -285.34563
F_max (Eh/bohr): 0.027
SMILES string: N#CC[C@H]1CO1

Each line ends with the natural charge from an NBO analysis.
Atoms and positions in Å:
N  -2.13030  -0.53349  -0.76703  -0.3377
C  -1.59470  0.21915  -0.07035  0.3033
C  -0.54240  0.85565  0.71882  -0.5340
C  0.74989  0.14935  0.29476  0.0568
C  0.73342  -0.95237  -0.68273  -0.1157
O  1.12749  0.36890  -1.04478  -0.4855
H  -0.74732  0.71757  1.78513  0.2535
H  -0.47524  1.93076  0.52258  0.2603
H  1.56168  0.21976  1.02401  0.1935
H  1.53251  -1.68837  -0.65283  0.1836
H  -0.21503  -1.28692  -1.12758  0.2217

ORCA calculation (wB97M-V/def2-TZVPD) on an isolated molecule of C4H5NO.

Summary:
Energy (Ha): -285.20289
F_max (Eh/bohr): 0.054

Each line ends with the natural charge from an NBO analysis.
Atoms and positions in Å:
N  -1.71798  1.28962  1.51910  -0.2180
C  -0.95091  0.43316  1.19361  -0.0210
C  0.58112  0.39849  0.91977  -0.5086
C  0.48513  -0.51173  -0.23290  0.2707
C  -0.03652  -0.49269  -1.57835  -0.1544
O  1.37352  -0.67738  -1.21046  -0.4331
H  0.94471  -0.09406  1.82567  0.2517
H  1.17715  1.30728  0.73222  0.2379
H  -1.10332  -0.72628  0.89619  0.1830
H  -0.51570  -1.37871  -1.98471  0.1991
H  -0.23720  0.45231  -2.08015  0.1928

ORCA calculation (wB97M-V/def2-TZVPD) on a cluster of 2 separate species, C4H5NO in total.

Summary:
Energy (Ha): -285.23306
F_max (Eh/bohr): 0.019
SMILES string: CC#[N+][O-].C#C

Each line ends with the natural charge from an NBO analysis.
Atoms and positions in Å:
C  -1.86726  -0.20048  0.16335  -0.6890
C  -0.55781  -0.81471  0.36973  0.2271
N  0.44982  -1.36549  0.50013  0.1904
O  1.53860  -1.89081  0.62411  -0.4620
C  2.21653  0.72045  -0.37560  -0.2104
C  1.34551  1.51099  -0.62720  -0.2854
H  -2.60455  -0.98238  -0.03472  0.2488
H  -2.17799  0.36033  1.04923  0.2482
H  -1.84573  0.48159  -0.69197  0.2465
H  2.90752  -0.05361  -0.11885  0.2552
H  0.59537  2.23411  -0.85821  0.2306

ORCA calculation (wB97M-V/def2-TZVPD) on a structure of composition C4H5NO.

Summary:
Energy (Ha): -285.18965
F_max (Eh/bohr): 0.090

Each line ends with the natural charge from an NBO analysis.
Atoms and positions in Å:
C  0.09004  -0.95233  0.89456  -0.7030
C  0.08309  -0.00837  -0.31291  0.0770
C  1.14993  0.96171  -0.44089  -0.0622
C  1.76935  2.04111  -0.49233  -0.1918
H  -0.43487  -0.43281  2.03329  0.2593
H  1.32507  -1.21002  1.04094  0.2355
H  -0.59049  -1.94887  0.35966  0.2718
H  -2.70848  -0.68813  -1.20703  0.4933
H  2.24750  3.06157  -0.25511  0.2658
N  -1.00250  0.03672  -1.01871  -0.0946
O  -1.92865  -0.86058  -0.60147  -0.5512

ORCA calculation (wB97M-V/def2-TZVPD) on an isolated molecule of C4H5NO.

Summary:
Energy (Ha): -285.21606
F_max (Eh/bohr): 0.013

Each line ends with the natural charge from an NBO analysis.
Atoms and positions in Å:
C  -1.26289  -0.63357  0.73460  -0.6407
C  -0.30952  0.52186  0.59152  -0.1160
C  1.98617  -0.67685  -0.73184  0.1405
O  1.42920  0.36359  -1.34962  -0.4606
C  0.36995  0.80207  -0.60518  0.4524
N  -0.54774  1.63693  -0.55613  -0.3148
H  -2.15024  -0.32670  1.29355  0.2183
H  -1.57123  -1.02827  -0.23931  0.2161
H  -0.77144  -1.44637  1.28339  0.2312
H  0.12423  0.90873  1.51346  0.1938
H  2.82310  -0.92860  -1.41034  0.0798

ORCA calculation (wB97M-V/def2-TZVPD) on an isolated molecule of C4H5NO.

Summary:
Energy (Ha): -285.28252
F_max (Eh/bohr): 0.009

Each line ends with the natural charge from an NBO analysis.
Atoms and positions in Å:
N  -0.55505  -1.24166  1.70403  -0.6843
C  -0.27364  -0.52632  0.70337  0.5440
C  1.08233  0.07813  0.38974  -0.6977
C  0.96951  0.87633  -0.85559  0.1847
C  -0.44434  0.66867  -1.23097  -0.2904
O  -1.13631  -0.17832  -0.29448  -0.5052
H  -1.53189  -1.53276  1.66878  0.3496
H  1.50648  0.65327  1.22386  0.2960
H  1.83222  -0.70587  0.20767  0.3033
H  -0.52509  0.24857  -2.24362  0.2496
H  -0.92421  1.65996  -1.27278  0.2506

ORCA calculation (wB97M-V/def2-TZVPD) on a structure of composition C4H5NO.

Summary:
Energy (Ha): -285.28781
F_max (Eh/bohr): 0.051

Each line ends with the natural charge from an NBO analysis.
Atoms and positions in Å:
C  -0.92303  -0.26910  0.81566  -0.2990
C  0.02016  0.67422  0.82594  -0.3426
C  1.52650  -0.85390  -0.84688  0.4668
O  1.69968  -1.84765  -0.32386  -0.5207
C  -0.12582  1.87965  0.05677  0.2466
N  -0.25404  2.83594  -0.58433  -0.2929
H  -1.84210  -0.14936  0.24983  0.2180
H  -0.39705  -1.07420  -1.29307  0.0143
H  -0.77104  -1.21499  1.32764  0.2152
H  0.96261  0.54160  1.34860  0.2475
H  0.10413  -0.52221  -1.57629  0.0467

Relative energy (zero: lowest compared OMol25 entry of this formula, charge and spin)
In order: 3.151 1.876 5.761 4.939 6.121 5.402 3.594 3.450
Unit: eV